The following is a DFT calculation (ωB97M-V/def2-TZVPD) of C28H24Br2N6Pt as an isolated structure.

Output
LUMO (spin up / spin down)	-12.18 / -17.02	eV
spin multiplicity	5
frontier orbital gap (spin up / spin down)	8.23 / 2.33	eV
total charge	+4
relative energy (zero: lowest compared OMol25 entry of this formula, charge and spin)	22.4	kcal/mol

Positions of all 61 atoms, in Å:
Pt 0.085269 0.063092 -0.445141
C -1.414631 -2.502508 -1.386941
N -1.810831 -1.312208 -0.633141
C -2.294931 -1.661108 0.722159
C -1.510731 -1.101008 1.884559
C -1.891731 -1.388808 3.195359
C -1.162731 -0.864408 4.246859
C -0.060531 -0.060008 3.977659
C 0.261369 0.181692 2.653759
N -0.452431 -0.329708 1.655059
C -2.816231 -0.567408 -1.391941
C -3.067731 0.770392 -0.768641
C -4.311731 1.392192 -0.833241
C -4.459731 2.643192 -0.260841
C -3.383131 3.213092 0.403059
C -2.183931 2.511392 0.451559
N -2.033231 1.342892 -0.158241
C -0.220731 -3.157508 -0.759641
C -0.016331 -4.534708 -0.819741
C 1.127869 -5.061108 -0.248141
C 2.003269 -4.212908 0.413459
C 1.709569 -2.854808 0.456459
N 0.645869 -2.349508 -0.154041
H -1.157931 -2.218808 -2.415441
H -2.252531 -3.210208 -1.449541
H -2.310131 -2.751408 0.834959
H -3.331431 -1.323408 0.836159
H -2.748531 -2.016408 3.385559
H -1.443231 -1.075808 5.270259
H 0.532669 0.366892 4.772059
H 1.112669 0.799292 2.388359
H -3.748431 -1.143908 -1.454641
H -2.463831 -0.415708 -2.419341
H -5.135231 0.889892 -1.314241
H -5.406531 3.164992 -0.335141
H -3.462831 4.178192 0.882359
H -1.334731 2.912692 0.988959
H -0.751831 -5.162308 -1.298341
H 1.329769 -6.122308 -0.321841
H 2.893769 -4.587208 0.894459
H 2.356169 -2.170608 0.987859
Br 7.029069 0.290292 -0.915241
C 5.110569 0.226192 -0.985441
C 4.463669 -0.888108 -1.518841
C 3.077069 -0.916508 -1.483741
N 2.337569 0.090592 -1.037241
C 2.949369 1.235492 -0.667441
C 4.338469 1.307492 -0.560241
C 2.080869 2.428392 -0.669841
C 2.576469 3.727992 -0.560741
C 1.785869 4.792992 -0.990941
Br 2.438669 6.601192 -0.919041
C 0.529069 4.520792 -1.527741
C 0.075869 3.210292 -1.494941
N 0.805469 2.197892 -1.045541
H 5.014869 -1.702108 -1.962041
H 2.555069 -1.783908 -1.861741
H 4.821469 2.198692 -0.192941
H 3.571869 3.913992 -0.188941
H -0.074731 5.294892 -1.972541
H -0.906331 2.979392 -1.877541

Cartesian forces, eV/Å:
-0.810 -0.588 0.476
0.432 -0.573 -0.510
0.548 0.362 0.075
-0.231 -0.157 0.659
-0.175 -0.138 0.332
0.091 0.069 -0.394
0.115 0.084 0.048
-0.038 -0.026 -0.310
0.361 0.257 0.726
0.195 0.144 -0.887
-0.382 0.538 -0.503
-0.694 -0.019 -0.119
0.468 -0.259 0.095
-0.120 0.166 -0.075
0.311 -0.210 0.069
-0.284 0.698 0.276
0.866 -0.778 -0.256
-0.272 -0.652 -0.139
-0.155 0.587 0.065
0.099 -0.164 -0.076
-0.131 0.383 0.051
0.571 -0.498 0.271
-0.484 1.044 -0.274
-0.144 0.091 0.134
0.061 0.151 0.026
-0.015 0.125 -0.131
0.107 -0.052 -0.124
-0.126 -0.087 -0.025
-0.039 -0.029 0.002
0.048 0.033 0.013
-0.054 -0.034 0.002
0.140 0.004 0.021
0.045 -0.161 0.114
-0.137 -0.017 -0.109
0.022 -0.016 0.079
-0.004 -0.001 0.058
0.084 -0.020 -0.009
-0.029 -0.110 -0.093
0.002 -0.004 0.086
0.045 -0.016 0.075
0.030 0.105 0.018
-1.640 0.022 -0.042
1.102 -0.266 -0.058
0.015 0.070 -0.029
0.458 -0.580 -0.278
-0.355 0.528 0.416
0.642 -0.306 -0.029
-0.354 0.353 0.081
-0.069 0.702 -0.025
0.241 -0.458 0.082
0.131 1.199 -0.034
-0.501 -1.600 -0.047
0.051 -0.011 -0.045
-0.370 0.621 -0.266
0.402 -0.523 0.433
0.040 -0.153 0.025
-0.026 -0.015 0.051
0.047 0.096 -0.005
0.085 0.012 -0.011
-0.141 0.102 0.015
-0.077 -0.027 0.035